1.
Molecular formula: C5H7NO2
Method: DFT, wB97M-V/def2-TZVPD

Element x y z (Å)
C: 1.9651 0.0538 0.0970
C: 0.4336 0.0462 0.0696
C: -0.3163 1.1371 -0.2547
C: -1.7871 0.7185 -0.0310
C: -0.3555 -1.1281 0.5319
H: 3.6456 -0.4028 -0.8448
H: 0.0901 2.2688 -0.5938
H: -2.2001 1.2402 0.7920
H: -2.4497 1.0072 -0.7839
H: -1.7865 -1.1333 -1.0537
H: -0.5242 -1.0111 1.6981
H: -0.0733 -2.0956 0.1528
N: -1.7611 -0.7441 0.0871
O: 2.5097 -0.4613 -0.9051
O: 2.6098 0.5044 1.0383

Cartesian forces (eV/Å) of the 6 atoms listed first:
C -1.279 2.254 4.552
C 1.300 2.136 -0.842
C 1.138 0.773 -0.276
C 1.952 -0.230 -0.440
C -2.774 2.159 2.115
H -4.821 -0.084 0.219

Summary:
2S+1: 1
maximum force: 7.3 eV/A
net charge: 0
HOMO: -9.376 eV
structure (SMILES): O=C(O)C1=CCNC1
relative energy (zero: lowest compared OMol25 entry of this formula, charge and spin): 2.709 eV


2.
Molecular formula: C5H7NO2
Method: DFT, wB97M-V/def2-TZVPD

Element x y z (Å)
C: -0.7091 0.5774 0.4547
C: -0.5593 -0.9126 0.3681
C: 0.8624 -0.9340 0.9080
C: 0.4857 0.9280 -0.3839
C: 0.0421 0.1550 -1.6044
H: -1.3239 -1.5177 0.8400
H: 1.3936 -1.7952 0.6673
H: 0.8093 -0.8791 2.0074
H: 0.8034 1.9387 -0.5380
H: 0.8928 -0.0780 -2.2424
H: -0.6060 0.7571 -2.2228
H: 0.0208 -1.8857 -1.4192
N: -0.5713 -1.0728 -1.1020
O: -1.3485 1.2603 1.1822
O: 1.5081 0.2506 0.3386

Cartesian forces (eV/Å) of the 6 atoms listed first:
C 0.397 0.822 1.167
C -0.178 -0.473 -1.055
C -0.845 1.139 1.222
C -0.137 -0.343 -0.487
C 1.592 0.149 -1.245
H 0.168 0.014 0.335

Summary:
2S+1: 1
maximum force: 2.0 eV/A
net charge: 0
HOMO: -9.305 eV
structure (SMILES): O=C1[C@@H]2CO[C@H]1CN2
relative energy (zero: lowest compared OMol25 entry of this formula, charge and spin): 1.781 eV


3.
Molecular formula: C5H7NO2
Method: DFT, wB97M-V/def2-TZVPD

Element x y z (Å)
C: 0.2311 -0.9067 -2.7677
C: 0.5496 0.3306 0.3797
C: -0.9768 0.3526 0.4467
C: 1.2050 -0.8825 -0.3329
C: -1.4435 1.6604 0.8215
N: 0.7136 -0.8674 -1.6744
O: -0.3269 -0.9336 -3.7789
O: -1.9429 2.3344 -0.2259
H: 0.8560 1.2568 -0.0943
H: 0.8491 0.5120 1.4556
H: -1.2770 0.1366 -0.5925
H: -1.4188 -0.2527 1.1956
H: 2.3428 -0.6565 -0.3992
H: 0.8473 -1.8934 -0.0154
H: -1.8658 1.8071 -1.0525

Cartesian forces (eV/Å) of the 6 atoms listed first:
C 1.141 0.063 3.858
C 0.291 0.230 2.558
C 0.702 -0.373 -2.091
C 0.258 0.827 -0.538
C -0.965 2.751 -0.732
N -0.357 0.181 -2.566

Summary:
2S+1: 1
maximum force: 4.0 eV/A
net charge: 0
HOMO: -8.854 eV
relative energy (zero: lowest compared OMol25 entry of this formula, charge and spin): 3.569 eV


4.
Molecular formula: C5H7NO2
Method: DFT, wB97M-V/def2-TZVPD

Element x y z (Å)
C: -0.5354 1.7001 -0.0266
C: -0.0924 -0.4888 0.1088
C: 0.4968 0.7457 0.0898
C: -1.6257 -0.2232 -0.0235
C: 0.6939 -1.7077 0.1319
N: 1.7649 1.1706 0.3790
O: -1.7647 1.0822 -0.0979
O: -2.5824 -0.9429 -0.5777
H: -0.5428 2.7377 0.0112
H: 0.4099 -2.7917 -0.1654
H: 1.6394 -1.6020 -0.5193
H: 1.1441 -2.0107 1.1253
H: 1.8665 2.1778 0.1567
H: 2.5176 0.5839 0.2254
H: -3.3898 -0.4311 -0.8179

Cartesian forces (eV/Å) of the 6 atoms listed first:
C -0.452 -1.277 0.105
C -1.120 0.343 -1.459
C -1.240 -0.606 0.452
C 2.531 -2.234 2.807
C 3.070 -3.674 -0.073
N -1.253 2.492 0.057

Summary:
2S+1: 3
maximum force: 4.8 eV/A
net charge: 0
HOMO (alpha / beta): -4.539 / -8.225 eV
relative energy (zero: lowest compared OMol25 entry of this formula, charge and spin): 1.074 eV


5.
Molecular formula: C5H7NO2S
Method: DFT, wB97M-V/def2-TZVPD

Element x y z (Å)
C: 2.7606 1.0397 0.8003
C: 2.5156 -0.9032 -0.4231
C: 1.8310 0.0749 0.2550
C: -1.7580 -0.9298 0.0536
C: 0.3624 0.1969 0.3093
N: 4.0195 0.7796 0.5656
O: 0.0578 1.3226 -1.2295
O: -0.3422 -0.9122 0.0506
S: 4.1955 -0.5598 -0.3230
H: 2.3912 1.9789 1.3654
H: 2.1753 -1.6929 -1.0651
H: -1.9538 -1.8611 -0.3021
H: -2.2873 -0.1364 -0.6985
H: -2.0053 -0.6086 1.1379
H: -0.1571 0.8440 0.9113
H: 0.5364 0.8254 -1.9860

Cartesian forces (eV/Å) of the 6 atoms listed first:
C -1.297 0.620 0.459
C 0.703 0.541 0.028
C 0.026 0.035 0.267
C -0.355 5.641 1.098
C -0.426 -0.048 -4.983
N -0.022 1.019 0.593

Summary:
2S+1: 1
maximum force: 5.8 eV/A
net charge: 0
HOMO: -9.210 eV
relative energy (zero: lowest compared OMol25 entry of this formula, charge and spin): 2.902 eV


6.
Molecular formula: C5H7NO2S
Method: DFT, wB97M-V/def2-TZVPD

Element x y z (Å)
C: -1.1029 -0.2384 0.3926
C: -0.1757 -1.1811 0.7921
C: -0.7618 1.0702 -0.0847
C: -0.5923 -2.5717 0.3443
C: 1.3213 2.0101 -0.9858
N: 0.6426 1.5723 0.2185
O: -1.5517 1.7867 -0.7174
O: 0.8990 -1.0867 1.4017
S: 1.1991 1.5241 1.6597
H: -2.0249 -0.6695 -0.0527
H: 0.2314 -3.2022 0.2347
H: -1.1097 -2.5745 -0.6029
H: -1.3578 -2.8952 1.1936
H: 1.8967 1.2386 -1.6377
H: 0.4745 2.4648 -1.5679
H: 2.0124 2.7524 -0.5882

Cartesian forces (eV/Å) of the 6 atoms listed first:
C -0.213 2.144 -1.122
C 0.568 -1.679 -0.305
C -3.125 -0.097 0.388
C -2.451 0.212 1.998
C 0.480 0.535 -1.058
N -1.536 -1.198 -1.009

Summary:
2S+1: 1
maximum force: 3.2 eV/A
net charge: 0
HOMO (alpha / beta): -8.350 / -8.353 eV
relative energy (zero: lowest compared OMol25 entry of this formula, charge and spin): 3.268 eV


7.
Molecular formula: C5H7NO2S2
Method: DFT, wB97M-V/def2-TZVPD

Element x y z (Å)
C: -1.0419 -0.6852 -0.8124
C: -1.5744 -1.0241 0.5581
C: 1.6505 0.3922 -0.4282
C: -2.2235 0.2967 0.5499
C: 2.2273 -0.6203 0.4798
N: -1.5374 0.5463 -0.7652
O: -0.4749 -1.3064 -1.6667
O: 0.5709 2.6118 -0.9495
S: -0.8800 0.1535 1.7367
S: 1.2313 1.9032 0.1377
H: -1.8245 -2.0372 0.9106
H: 1.4703 0.4056 -1.5487
H: -3.3311 0.5148 0.7648
H: 3.0571 -0.1435 0.9350
H: 2.4323 -1.6060 -0.0274
H: 1.4947 -0.8206 1.2427
H: -1.2466 1.4191 -1.1174

Cartesian forces (eV/Å) of the 6 atoms listed first:
C 0.766 -1.687 -0.586
C 0.471 -1.823 0.555
C -0.458 2.993 -0.945
C -0.808 0.792 -0.514
C -0.610 -1.234 -1.348
N -3.070 0.956 1.076

Summary:
2S+1: 1
maximum force: 3.4 eV/A
net charge: 0
HOMO: -8.639 eV
relative energy (zero: lowest compared OMol25 entry of this formula, charge and spin): 3.010 eV


8.
Molecular formula: C5H7NO3
Method: DFT, wB97M-V/def2-TZVPD

Element x y z (Å)
C: 2.4033 -0.9184 -0.0036
C: 0.9078 -0.6559 -0.2122
C: -0.1401 -1.3469 -0.2530
C: -1.4234 -0.5788 -0.2210
C: -0.9689 0.7383 -0.1652
H: 3.0284 0.5383 1.4724
H: 3.0517 -1.1667 -0.9972
H: 2.6743 -1.6690 0.9816
H: -0.1563 -2.4857 0.0210
H: -3.0533 -0.3162 0.6936
H: -1.1380 2.9510 -0.6748
H: 1.0540 1.4789 -0.2821
N: 0.4748 0.6078 -0.3690
O: 2.5918 0.8716 0.3151
O: -2.7344 -1.1545 0.3586
O: -1.5394 1.9062 0.1385

Cartesian forces (eV/Å) of the 6 atoms listed first:
C 0.169 1.694 -0.102
C 4.932 2.703 -0.656
C -7.395 -8.366 1.818
C 0.071 -0.709 1.851
C 2.580 -2.038 -1.389
H -1.895 2.214 -5.367

Summary:
2S+1: 1
maximum force: 11.3 eV/A
net charge: 0
HOMO: -7.924 eV
relative energy (zero: lowest compared OMol25 entry of this formula, charge and spin): 10.089 eV


9.
Molecular formula: C5H7NO3
Method: DFT, wB97M-V/def2-TZVPD

Element x y z (Å)
C: 0.6066 -2.7267 1.5753
C: 1.5461 -2.0334 0.7209
N: 2.3000 -1.4987 0.0461
H: -0.3608 -2.2250 1.6438
H: 0.9620 -2.7861 2.6048
H: 0.4242 -3.7385 1.2171
C: -1.1889 1.1012 -1.4122
C: 0.0867 0.7535 -0.6091
O: 0.2758 1.9080 0.1954
C: -0.5111 2.9208 -0.2309
O: -0.4765 4.0267 0.1826
O: -1.3595 2.4896 -1.1967
H: -2.0440 0.5338 -1.0389
H: -1.0816 0.8579 -2.4679
H: 0.9451 0.5313 -1.2367
H: -0.1242 -0.1145 0.0063

Cartesian forces (eV/Å) of the 6 atoms listed first:
C -0.569 -0.296 0.603
C -0.041 -0.108 0.156
N 0.213 0.141 -0.230
H 0.115 0.147 -0.288
H 0.256 -0.011 -0.133
H 0.104 0.009 -0.065

Summary:
2S+1: 1
maximum force: 1.1 eV/A
net charge: 0
HOMO: -11.103 eV
structure (SMILES): O=C1OCCO1.CC#N
relative energy (zero: lowest compared OMol25 entry of this formula, charge and spin): 1.548 eV


10.
Molecular formula: C5H7NO3P
Method: DFT, wB97M-V/def2-TZVPD

Element x y z (Å)
C: 0.7535 2.3048 -0.1388
C: 1.4409 1.1342 -0.1192
C: -0.3822 2.1504 0.6817
C: 0.6157 0.1597 0.5800
C: -0.9273 -2.1014 -0.4357
N: -0.4221 0.9247 1.1825
O: 1.5440 -1.4756 -1.5026
O: -0.4500 0.0585 -2.0977
O: -1.1961 0.5575 2.1347
P: 0.2474 -0.8494 -1.1615
H: 1.0234 3.2128 -0.6447
H: 2.3293 0.8716 -0.6628
H: -1.1284 2.8744 0.9552
H: 1.0547 -0.6041 1.2124
H: -0.4397 -3.0723 -0.4402
H: -1.2187 -1.8342 0.5762
H: -1.8113 -2.1268 -1.0671

Cartesian forces (eV/Å) of the 6 atoms listed first:
C 0.633 0.009 0.022
C 0.155 0.474 0.173
C -0.312 -0.118 0.081
C 0.789 -0.385 -0.421
C 0.438 0.414 -0.480
N -0.031 0.942 -0.392

Summary:
2S+1: 1
maximum force: 1.4 eV/A
net charge: -1
HOMO (alpha / beta): -4.019 / -4.020 eV
structure (SMILES): C[P@@](=O)([O-])[C@H]1C=CC=[N+]1[O-]
relative energy (zero: lowest compared OMol25 entry of this formula, charge and spin): 0.000 eV


> Which formula does entry 5 have?

C5H7NO2S


> Which value of net charge does entry 4 give?

0


What did the sixth record say?
Molecular formula: C5H7NO2S
Method: DFT, wB97M-V/def2-TZVPD

Element x y z (Å)
C: -1.1029 -0.2384 0.3926
C: -0.1757 -1.1811 0.7921
C: -0.7618 1.0702 -0.0847
C: -0.5923 -2.5717 0.3443
C: 1.3213 2.0101 -0.9858
N: 0.6426 1.5723 0.2185
O: -1.5517 1.7867 -0.7174
O: 0.8990 -1.0867 1.4017
S: 1.1991 1.5241 1.6597
H: -2.0249 -0.6695 -0.0527
H: 0.2314 -3.2022 0.2347
H: -1.1097 -2.5745 -0.6029
H: -1.3578 -2.8952 1.1936
H: 1.8967 1.2386 -1.6377
H: 0.4745 2.4648 -1.5679
H: 2.0124 2.7524 -0.5882

Cartesian forces (eV/Å) of the 6 atoms listed first:
C -0.213 2.144 -1.122
C 0.568 -1.679 -0.305
C -3.125 -0.097 0.388
C -2.451 0.212 1.998
C 0.480 0.535 -1.058
N -1.536 -1.198 -1.009

Summary:
2S+1: 1
maximum force: 3.2 eV/A
net charge: 0
HOMO (alpha / beta): -8.350 / -8.353 eV
relative energy (zero: lowest compared OMol25 entry of this formula, charge and spin): 3.268 eV